Record 1
Here is an isolated ion of composition C8H13N3O and charge +2 in a non-equilibrium geometry from the Open Molecules 2025 dataset. Energies are from wB97M-V/def2-TZVPD.

Summary:
LUMO energy (alpha / beta)	-11.2 / -11.2	eV
SMILES	C=[N+]1C(=[NH2+])C=CN(C(C)C)C1=O
frontier orbital gap (alpha / beta)	6.488 / 6.489	eV
energy relative to the best compared isomer or geometry (same formula, charge and spin)	72.9	kcal/mol
highest occupied orbital energy (alpha / beta)	-17.6549 / -17.6551	eV
E	-551.3838	a.u.
total charge	+2

Last column: Löwdin charge in e.
Atoms and positions in Å:
C 3.11 -1.53 0.81  0.336
N 2.21 -0.72 0.26  0.102
C 2.41 0.63 -0.10  -0.226
N 3.66 1.00 -0.23  0.247
C 1.32 1.54 -0.16  0.064
C 0.03 1.07 -0.06  -0.012
N -0.27 -0.18 -0.03  0.043
C -1.65 -0.65 0.01  -0.403
C -2.37 -0.14 -1.16  -0.039
C -2.24 -0.13 1.34  0.001
C 0.80 -1.27 0.15  -0.168
O 0.65 -2.46 0.24  0.227
H 2.72 -2.63 0.99  0.198
H 4.18 -1.50 0.92  0.147
H 3.99 1.97 -0.31  0.177
H 4.37 0.22 -0.17  0.158
H 1.57 2.56 -0.21  0.131
H -0.86 1.83 -0.20  0.221
H -1.56 -1.64 -0.31  0.121
H -2.88 0.74 -0.97  0.059
H -1.77 -0.11 -2.07  0.105
H -3.16 -1.07 -1.30  0.184
H -1.91 0.99 1.62  0.140
H -1.69 -0.70 2.11  0.089
H -3.30 -0.20 1.55  0.099


Record 2
Here is a 2-piece molecular cluster, C5H7Cl2O2P overall in a non-equilibrium geometry from the Open Molecules 2025 dataset. Energies are from wB97M-V/def2-TZVPD.

Summary:
LUMO energy (alpha / beta)	-0.4 / -2.2	eV
frontier orbital gap (alpha / beta)	7.244 / 8.606	eV
energy relative to the best compared isomer or geometry (same formula, charge and spin)	0.0	kcal/mol
highest occupied orbital energy (alpha / beta)	-7.5993 / -10.7703	eV
spin multiplicity	3
E	-1606.8437	a.u.
total charge	0

Last column: Löwdin spin population.
Atoms and positions in Å:
C -2.19 1.30 -1.09  0.468
C -1.62 0.45 -0.13  0.082
C -1.09 0.92 1.14  -0.001
C 2.48 -1.27 0.68  0.114
C -1.33 -0.89 -0.39  0.431
O -0.16 0.47 1.72  -0.011
O 1.80 -0.77 -2.01  0.254
P 1.50 -0.43 -0.63  0.439
Cl -1.90 2.37 1.81  0.006
Cl 1.88 1.53 -0.47  0.103
H -2.73 1.02 -1.90  0.033
H -2.14 2.34 -0.83  0.026
H 2.73 -0.64 1.57  0.002
H 2.18 -2.25 0.97  0.000
H 3.60 -1.40 0.32  0.014
H -1.38 -1.53 0.54  0.018
H -1.61 -1.23 -1.31  0.022


Record 3
Here is a 8-piece molecular cluster, C22H41BCl14N3O2S overall in a non-equilibrium geometry from the Open Molecules 2025 dataset. Energies are from wB97M-V/def2-TZVPD.

Summary:
LUMO energy	-4.3	eV
frontier orbital gap	7.637	eV
highest occupied orbital energy	-11.9062	eV
E	-8043.1052	a.u.
total charge	+1

Last column: Löwdin charge in e.
Atoms and positions in Å:
C 1.32 -5.28 -3.20  -0.084
C 0.49 -3.97 -2.82  -0.229
O 1.48 -2.88 -2.64  -0.021
B 0.89 -1.97 -1.69  -0.609
O -0.24 -1.16 -2.08  0.127
N 1.44 -1.80 -0.28  0.112
C 1.18 -2.53 0.94  0.063
C 2.06 -1.80 1.97  0.058
N 2.73 -0.74 1.23  -0.044
C 3.68 0.25 1.87  -0.142
C 3.11 1.73 1.50  -0.104
C 2.39 -0.70 -0.19  -0.148
N 2.88 0.19 -1.23  0.097
C 3.93 -0.35 -1.84  -0.507
S 4.81 -1.49 -2.66  0.802
H 1.70 -5.19 -4.27  0.091
H 0.70 -6.24 -3.05  0.053
H 2.23 -5.39 -2.50  0.061
H -0.29 -3.67 -3.60  0.143
H -0.05 -4.05 -1.80  0.046
H -0.38 -0.55 -1.30  0.116
H 0.48 -3.42 1.04  0.128
H 2.17 -2.05 3.08  0.141
H 4.76 0.11 1.54  0.132
H 3.56 0.10 3.00  0.128
H 3.33 2.49 2.34  0.100
H 1.99 1.63 1.28  -0.029
H 3.61 2.01 0.51  0.068
Cl 6.02 -3.81 0.17  0.510
C 7.50 -4.06 -0.79  -0.657
C 7.57 -5.46 -1.37  -0.652
Cl 7.81 -6.70 -0.11  0.565
H 8.36 -3.85 -0.15  0.073
H 7.49 -3.33 -1.59  0.058
H 8.41 -5.54 -2.05  0.080
H 6.66 -5.71 -1.92  0.038
Cl -1.92 5.37 1.49  0.576
C -0.45 5.14 0.52  -0.682
C -0.38 3.75 -0.09  -0.621
Cl -0.13 2.49 1.15  0.588
H 0.41 5.34 1.15  0.050
H -0.48 5.89 -0.28  0.066
H 0.46 3.69 -0.78  0.079
H -1.30 3.50 -0.63  0.053
Cl 4.70 -7.62 -3.15  0.545
C 4.87 -8.63 -1.69  -0.654
C 3.53 -9.01 -1.09  -0.648
Cl 2.69 -7.60 -0.39  0.536
H 5.49 -8.09 -0.98  0.022
H 5.41 -9.53 -1.99  0.079
H 3.68 -9.73 -0.28  0.076
H 2.87 -9.46 -1.84  0.071
Cl -2.16 -3.23 -0.47  0.621
C -3.49 -4.32 -0.91  -0.619
C -3.12 -5.78 -0.73  -0.639
Cl -1.89 -6.30 -1.91  0.598
H -3.78 -4.11 -1.94  0.079
H -4.34 -4.07 -0.27  0.078
H -4.00 -6.41 -0.89  0.079
H -2.74 -5.98 0.27  0.072
Cl -6.37 6.77 -1.80  0.543
C -6.35 5.16 -1.03  -0.691
C -4.95 4.67 -0.75  -0.697
Cl -4.05 4.30 -2.25  0.536
H -6.90 4.47 -1.68  0.073
H -6.91 5.25 -0.10  -0.011
H -4.98 3.75 -0.17  0.056
H -4.37 5.41 -0.19  0.036
Cl -7.10 7.30 3.62  0.540
C -8.44 6.22 3.16  -0.659
C -8.07 4.76 3.33  -0.638
Cl -6.85 4.23 2.15  0.599
H -8.72 6.45 2.13  0.070
H -9.28 6.47 3.81  0.075
H -8.96 4.14 3.17  0.076
H -7.69 4.55 4.33  0.071
Cl -0.18 11.29 2.99  0.540
C -1.52 10.20 2.53  -0.664
C -1.15 8.74 2.69  -0.657
Cl 0.08 8.22 1.51  0.570
H -1.80 10.43 1.50  0.071
H -2.36 10.45 3.18  0.074
H -2.03 8.12 2.53  0.044
H -0.76 8.54 3.70  0.074


Record 4
Here is C34H57BeN3O3Si as an isolated structure in a non-equilibrium geometry from the Open Molecules 2025 dataset. Energies are from wB97M-V/def2-TZVPD.

Summary:
LUMO energy	-0.3	eV
frontier orbital gap	5.693	eV
energy relative to the best compared isomer or geometry (same formula, charge and spin)	0.0	kcal/mol
highest occupied orbital energy	-5.9438	eV
E	-2023.9046	a.u.
total charge	0

Last column: Löwdin charge in e.
Atoms and positions in Å:
O 1.36 -1.98 -2.52  -0.227
O -1.66 -1.79 -4.82  -0.175
C 2.72 -2.41 -2.81  -0.235
C 3.22 -3.11 -1.55  -0.068
H 3.29 -1.48 -3.04  0.108
H 2.80 -3.07 -3.70  0.118
H 2.75 -2.67 -0.65  0.066
H 4.31 -3.00 -1.48  0.073
H 2.98 -4.18 -1.60  0.087
C 0.39 -3.07 -2.56  -0.238
C 0.43 -4.08 -3.67  -0.054
H -0.58 -2.57 -2.56  0.093
H 0.51 -3.58 -1.60  0.102
H 0.10 -3.63 -4.60  0.045
H -0.25 -4.91 -3.45  0.096
H 1.42 -4.52 -3.81  0.067
C -2.97 -1.43 -4.41  -0.278
C -1.24 -1.17 -6.02  -0.276
C -3.56 -2.51 -3.54  -0.059
H -3.62 -1.26 -5.29  0.120
H -2.89 -0.48 -3.86  0.097
H -3.73 -3.41 -4.14  0.078
H -4.52 -2.17 -3.14  0.075
H -2.90 -2.76 -2.70  0.067
C 0.03 -1.83 -6.50  -0.080
H -1.05 -0.10 -5.85  0.107
H -2.02 -1.30 -6.78  0.118
H 0.85 -1.70 -5.80  0.061
H 0.35 -1.41 -7.46  0.080
H -0.14 -2.90 -6.65  0.077
H -1.20 1.67 -0.24  0.069
N 1.56 0.90 0.48  0.129
C 1.53 2.16 0.96  -0.254
C 0.48 3.14 1.08  -0.027
C -0.91 3.03 1.15  -0.258
C 2.81 2.71 1.57  -0.012
H 3.67 2.58 0.91  0.086
H 3.02 2.25 2.54  0.088
H 2.70 3.78 1.76  0.081
C -1.86 4.21 1.26  -0.003
H -2.40 4.23 2.22  0.087
H -2.63 4.18 0.47  0.077
H -1.38 5.19 1.16  0.082
N -1.44 1.82 0.79  0.074
C 2.75 0.10 0.77  -0.233
C 3.84 0.02 -0.16  -0.233
C 3.78 0.78 -1.44  -0.037
C 4.93 -0.80 0.14  -0.061
H 5.76 -0.87 -0.58  0.120
C 4.98 -1.53 1.33  -0.062
H 5.81 -2.21 1.51  0.111
C 3.98 -1.35 2.28  -0.030
H 4.04 -1.89 3.23  0.118
C 2.90 -0.51 2.04  -0.216
C 1.89 -0.28 3.11  -0.034
C -2.65 1.21 1.17  -0.170
C -3.68 1.02 0.23  -0.209
C -3.79 1.85 -1.02  -0.046
C -4.68 0.08 0.48  -0.049
H -5.43 -0.11 -0.29  0.108
C -4.74 -0.58 1.70  -0.083
H -5.50 -1.34 1.87  0.101
C -3.83 -0.25 2.70  -0.053
H -3.91 -0.70 3.68  0.107
C -2.79 0.65 2.46  -0.207
C -1.83 1.01 3.54  -0.034
Be 1.22 -0.60 -0.59  0.348
H 2.94 0.47 -2.09  0.047
H 4.71 0.62 -2.02  0.097
H 3.69 1.87 -1.26  0.084
H 1.89 0.77 3.46  0.080
H 2.12 -0.91 3.98  0.088
H 0.87 -0.53 2.79  0.072
H -4.73 1.60 -1.53  0.085
H -3.00 1.66 -1.75  0.026
H -3.78 2.93 -0.82  0.076
H -0.81 0.69 3.32  0.060
H -2.14 0.51 4.47  0.082
H -1.81 2.10 3.72  0.080
H 0.83 4.16 1.25  0.104
C -0.85 0.63 -1.62  -0.237
Si -0.12 1.77 -2.92  0.393
H -0.60 -0.41 -2.00  -0.028
H -1.86 0.47 -1.27  -0.029
C 1.07 0.95 -4.12  -0.170
C 0.77 3.25 -2.19  -0.183
C -1.64 2.35 -3.88  -0.204
H -2.29 1.52 -4.18  0.011
H -1.28 2.86 -4.79  0.020
H -2.22 3.07 -3.29  0.022
H 2.11 1.20 -3.91  0.016
H 0.86 1.31 -5.14  0.035
H 0.99 -0.15 -4.13  0.007
H 1.60 2.95 -1.55  0.001
H 0.09 3.88 -1.60  0.026
H 1.17 3.87 -3.01  0.034
O -1.77 -2.61 0.43  0.095
C -0.66 -2.20 0.32  -0.410
N 0.46 -1.77 0.12  0.100


Record 5
Here is C16H48BeO8S8 as an isolated structure in a non-equilibrium geometry from the Open Molecules 2025 dataset. Energies are from wB97M-V/def2-TZVPD.

Summary:
LUMO energy	-4.7	eV
frontier orbital gap	8.719	eV
energy relative to the best compared isomer or geometry (same formula, charge and spin)	81.8	kcal/mol
highest occupied orbital energy	-13.3719	eV
E	-4439.7720	a.u.
total charge	+2

Last column: Löwdin charge in e.
Atoms and positions in Å:
Be -0.20 0.53 -0.06  0.868
C 0.76 -4.28 -0.70  -0.232
S 0.53 -3.21 0.77  0.868
O -0.29 -1.96 0.39  -0.572
C -0.64 -4.20 1.75  -0.226
H -0.14 -4.75 -1.10  0.060
H 1.53 -5.02 -0.50  0.061
H 1.18 -3.67 -1.49  0.035
H -1.58 -4.34 1.23  0.064
H -0.87 -3.63 2.65  0.039
H -0.26 -5.19 2.00  0.068
C 1.90 4.14 2.20  -0.198
S 2.45 3.43 0.55  0.922
O 1.55 2.22 0.17  -0.632
C 3.95 2.51 1.24  -0.238
H 2.71 4.68 2.69  0.065
H 1.62 3.22 2.71  0.006
H 0.98 4.68 1.95  0.055
H 4.71 3.23 1.57  0.061
H 4.30 2.02 0.33  0.007
H 3.69 1.75 1.96  0.009
C 1.50 3.41 -3.46  -0.234
S 1.84 1.69 -3.05  0.874
O 0.67 1.18 -2.20  -0.600
C 1.76 1.01 -4.72  -0.229
H 1.78 4.13 -2.69  0.050
H 0.46 3.64 -3.69  0.064
H 2.13 3.64 -4.32  0.061
H 2.71 1.22 -5.20  0.068
H 0.86 1.35 -5.24  0.069
H 1.64 -0.04 -4.46  0.041
C 3.78 -1.84 -1.05  -0.250
S 3.53 -0.55 0.13  0.885
O 2.03 -0.46 0.34  -0.591
C 4.41 -1.47 1.42  -0.237
H 4.83 -2.11 -1.00  0.065
H 3.39 -1.52 -2.02  0.059
H 3.26 -2.79 -0.94  0.047
H 5.36 -1.81 1.00  0.059
H 3.94 -2.43 1.61  0.063
H 4.73 -0.89 2.28  0.065
C 1.55 -1.26 3.51  -0.260
S 1.54 0.53 3.29  0.887
O 0.34 0.89 2.39  -0.555
C 1.11 0.80 5.09  -0.220
H 1.96 -1.74 2.63  -0.012
H 0.49 -1.52 3.53  0.035
H 2.03 -1.71 4.38  0.081
H 0.44 0.03 5.47  0.042
H 0.71 1.74 5.46  0.062
H 1.86 0.50 5.82  0.060
C -3.78 -1.08 -3.22  -0.199
S -1.92 -0.79 -3.09  0.871
O -1.78 -0.57 -1.60  -0.618
C -1.41 -2.56 -3.32  -0.215
H -4.09 -1.61 -4.12  0.064
H -4.23 -0.10 -3.10  0.018
H -4.20 -1.51 -2.31  0.058
H -1.67 -2.97 -2.34  0.045
H -0.34 -2.59 -3.49  0.041
H -1.91 -3.04 -4.16  0.061
C -2.64 -0.97 3.71  -0.173
S -3.32 0.12 2.30  0.943
O -2.08 0.46 1.44  -0.612
C -4.32 -1.02 1.21  -0.225
H -2.83 -1.97 3.34  0.032
H -3.22 -0.73 4.60  0.051
H -1.56 -0.87 3.87  0.021
H -3.59 -1.59 0.63  0.045
H -4.93 -0.41 0.56  0.026
H -5.03 -1.72 1.66  0.061
C -3.14 4.09 -2.36  -0.190
S -2.67 2.30 -1.88  0.850
O -1.77 2.35 -0.67  -0.548
C -4.32 1.94 -1.27  -0.254
H -2.26 4.65 -2.69  0.044
H -3.71 4.68 -1.65  0.062
H -3.76 3.97 -3.25  0.050
H -5.12 2.17 -1.98  0.069
H -4.47 2.69 -0.49  0.067
H -4.45 0.89 -0.97  0.021


Record 6
Here is C5H15NOP as an isolated structure in a non-equilibrium geometry from the Open Molecules 2025 dataset. Energies are from wB97M-V/def2-TZVPD.

Summary:
LUMO energy	-2.9	eV
frontier orbital gap	10.734	eV
energy relative to the best compared isomer or geometry (same formula, charge and spin)	50.3	kcal/mol
highest occupied orbital energy	-13.6227	eV
E	-670.5275	a.u.
total charge	+1

Last column: Löwdin charge in e.
Atoms and positions in Å:
C 2.94 1.22 0.09  0.009
C 2.04 -1.23 0.64  -0.012
C -1.89 0.07 -1.50  -0.262
C -1.15 -0.88 -0.39  -0.309
C 1.87 0.28 0.65  -0.456
N -2.95 0.76 -0.83  -0.035
O 0.91 0.78 1.17  -0.109
P -1.21 -0.11 1.23  1.025
H 2.36 2.12 -0.27  0.109
H 3.38 0.72 -0.75  0.066
H 3.73 1.54 0.86  0.133
H 1.08 -1.77 0.73  0.062
H 2.33 -1.47 -0.34  0.062
H 3.02 -1.59 1.18  0.155
H -1.23 0.83 -2.04  0.145
H -2.25 -0.51 -2.27  0.077
H -1.71 -1.77 -0.32  0.074
H -3.81 0.17 -0.79  0.116
H -3.16 1.58 -1.28  0.047
H -0.95 1.27 0.99  0.056
H -0.20 -1.24 -0.72  0.057
H -0.61 -0.68 2.22  -0.029
H -2.55 -0.08 1.74  0.016


Record 7
Here is a 2-piece molecular cluster, C15H17ClF8N3O overall in a non-equilibrium geometry from the Open Molecules 2025 dataset. Energies are from wB97M-V/def2-TZVPD.

Summary:
LUMO energy	-5.3	eV
frontier orbital gap	7.752	eV
energy relative to the best compared isomer or geometry (same formula, charge and spin)	245.9	kcal/mol
highest occupied orbital energy	-13.0079	eV
E	-2079.6510	a.u.
total charge	+1

Last column: Löwdin charge in e.
Atoms and positions in Å:
C -7.81 -2.52 0.00  0.118
C -6.48 -2.27 0.43  -0.019
C -4.93 -1.67 0.61  -0.112
C -4.49 -0.61 1.77  0.095
C -2.97 -0.02 1.86  -0.027
C -2.45 1.09 2.97  -0.314
C -2.37 2.59 2.24  -0.085
C -1.06 0.68 3.75  -0.241
C -1.02 -0.88 4.23  -0.136
C -1.99 -0.65 0.66  -0.310
Cl -0.20 -0.12 0.50  0.677
N -2.65 -1.63 -0.26  -0.212
N -1.78 -2.11 -1.27  0.071
N -3.90 -2.13 -0.36  0.125
H -8.78 -2.75 -0.67  0.098
H -5.32 -0.27 2.54  0.137
H -3.29 1.20 3.80  0.156
H -2.73 3.43 2.99  0.105
H -1.30 2.82 1.78  0.093
H -3.14 2.60 1.35  0.087
H -0.08 0.92 3.14  0.092
H -1.01 1.35 4.74  0.135
H -2.01 -1.48 4.07  0.076
H -0.15 -1.50 3.71  0.087
H -0.81 -0.89 5.40  0.094
H -2.34 -2.64 -2.00  0.140
H -1.40 -1.28 -1.83  0.120
C 5.39 -0.13 -1.81  -0.051
C 5.02 -0.84 -3.12  -0.430
C 5.06 0.05 -4.37  -0.291
F 4.19 1.08 -4.29  0.085
F 4.71 -0.67 -5.47  0.095
F 3.82 -1.45 -2.98  0.118
F 5.93 -1.85 -3.30  0.106
O 4.29 0.32 -1.01  0.029
C 3.73 1.58 -1.38  -0.476
C 2.29 1.47 -1.89  -0.275
F 2.20 0.64 -2.96  0.087
F 1.82 2.68 -2.29  0.099
F 4.56 2.19 -2.25  0.128
F 3.76 2.34 -0.25  0.138
H 5.89 -0.87 -1.18  0.153
H 6.13 0.66 -1.95  0.149
H 6.06 0.45 -4.54  0.178
H 1.62 1.08 -1.11  0.109


Record 8
Here is a 2-piece molecular cluster, C10H23N2O3 overall in a non-equilibrium geometry from the Open Molecules 2025 dataset. Energies are from wB97M-V/def2-TZVPD.

Summary:
LUMO energy	3.4	eV
frontier orbital gap	6.694	eV
highest occupied orbital energy	-3.3156	eV
E	-730.0158	a.u.
total charge	-1

Last column: Löwdin charge in e.
Atoms and positions in Å:
C -2.72 -0.29 -5.46  -0.131
C -1.42 -0.34 -4.66  -0.264
C -1.09 -1.73 -4.08  -0.207
C -0.78 -1.79 -2.57  -0.279
N -0.11 -0.60 -2.06  -0.161
N 0.58 -0.86 -0.81  -0.122
C -0.26 -0.89 0.22  -0.271
O -0.03 0.44 1.22  -0.073
C -1.03 1.17 1.58  -0.654
C -0.64 2.63 1.82  -0.015
O -2.19 0.79 1.75  0.009
H -2.94 -1.25 -5.93  0.059
H -2.68 0.46 -6.26  0.057
H -3.58 -0.04 -4.82  0.066
H -0.60 -0.03 -5.32  0.095
H -1.43 0.40 -3.86  0.084
H -1.95 -2.39 -4.26  0.089
H -0.25 -2.16 -4.63  0.096
H -0.07 -2.60 -2.37  0.096
H -1.70 -2.05 -2.01  0.097
H -0.81 0.13 -1.91  0.076
H -1.33 -0.78 -0.01  0.092
H -0.12 -1.67 0.97  0.088
H 0.44 2.72 1.97  0.061
H -0.90 3.21 0.93  0.079
H -1.20 3.04 2.66  0.076
C 3.06 0.30 2.85  -0.054
C 2.64 0.81 4.23  -0.501
C 1.96 -0.28 5.05  -0.065
O 1.79 1.95 4.11  -0.063
H 2.18 -0.01 2.28  0.069
H 3.55 1.10 2.29  0.080
H 3.74 -0.54 2.94  0.076
H 3.52 1.17 4.77  0.129
H 1.06 -0.62 4.53  0.084
H 1.67 0.10 6.03  0.072
H 2.62 -1.14 5.18  0.074
H 1.00 1.66 3.64  0.056